1.
C5H11NO | ωB97M-V/def2-TZVPD

Geometry as ORCA input:
```
! RIJCOSX wB97M-V def2-TZVPD def2/J DEFGRID3
* xyz 0 1
C -0.9620 -1.4824 -0.4317
C -0.5609 -0.0214 -0.5967
C -1.4225 0.8754 0.3040
N 0.8554 0.2236 -0.2726
C 1.6002 -0.6754 0.5886
C 1.2449 1.5327 -0.3363
O 0.7717 2.3843 -1.0634
H -0.8028 -1.8182 0.5998
H -2.0355 -1.5702 -0.6309
H -0.4247 -2.1499 -1.1146
H -0.7099 0.2809 -1.6384
H -1.0827 1.9124 0.2623
H -2.4645 0.8600 -0.0201
H -1.3827 0.5218 1.3419
H 1.1330 -0.7843 1.5735
H 1.7079 -1.6686 0.1399
H 2.6107 -0.2770 0.7182
H 2.0344 1.7712 0.3913
*
```

ΔE to the lowest compared entry with this formula, charge and spin (kJ/mol): 69.6
HOMO-LUMO gap (eV): 10.15
E_HOMO (eV): -9.2
Molecular weight (g mol⁻¹): 101.149
Structure (SMILES): CC(C)N(C)C=O

2.
C15H14N2PdS | ωB97M-V/def2-TZVPD

Geometry as ORCA input:
```
! RIJCOSX wB97M-V def2-TZVPD def2/J DEFGRID3
* xyz 2 1
C 3.5071 -1.5843 0.7624
C 3.4436 -1.1359 -0.8144
C 2.5504 0.1854 -1.1919
C 1.7116 1.1116 -0.0800
C 0.8466 2.3570 -0.7037
C -0.1560 3.1099 0.3495
C -1.2843 2.1556 1.0530
C -1.6486 0.7792 0.2439
C -2.0971 0.6546 -1.3309
C -2.3652 -0.8603 -1.9426
C -2.2077 -2.2299 -1.0555
N -2.3553 -3.6968 -1.3938
S -2.0483 -4.6095 0.1054
N -1.6695 -3.4221 1.3696
C -1.8102 -2.1337 0.5319
C -1.5413 -0.6331 1.1334
C 1.7951 0.6721 1.4976
C 2.7004 -0.6584 1.8669
H 4.1313 -2.5521 1.0167
H 4.0157 -1.7200 -1.6834
H 2.4936 0.5022 -2.3356
H 1.6465 3.1760 -1.0430
H 0.2723 2.0748 -1.7121
H 0.4400 3.7535 1.1595
H -0.7562 3.9225 -0.2866
H -2.2726 2.7993 1.2224
H -0.8787 1.8881 2.1428
H -2.1863 1.6536 -1.9639
H -2.6486 -0.9203 -3.0767
H -1.2481 -0.5654 2.2887
H 1.2169 1.2839 2.3112
H 2.7516 -1.0088 2.9986
Pd -4.3486 -4.3486 -1.4395
*
```

HOMO-LUMO gap (eV): 2.97
E_HOMO (eV): -14.1
Molecular weight (g mol⁻¹): 360.778

3.
CH2Cl2FPS | ωB97M-V/def2-TZVPD

Geometry as ORCA input:
```
! RIJCOSX wB97M-V def2-TZVPD def2/J DEFGRID3
* xyz 0 1
C 1.0936 0.2374 0.1079
F 1.3217 1.4930 -0.3343
P -0.8759 -0.1226 -0.1511
S -1.5250 0.3281 -1.8795
Cl -1.7209 0.5937 1.4804
Cl -1.0018 -2.0843 0.2324
H 1.4345 -0.6213 -0.6583
H 1.2737 0.1761 1.2026
*
```

ΔE to the lowest compared entry with this formula, charge and spin (kJ/mol): 24.4
HOMO-LUMO gap (eV): 10.00
E_HOMO (eV): -9.6
Molecular weight (g mol⁻¹): 166.972
Structure (SMILES): FCP(=S)(Cl)Cl

4.
C10H22BCl6O6P2 | ωB97M-V/def2-TZVPD

Geometry as ORCA input:
```
! RIJCOSX wB97M-V def2-TZVPD def2/J DEFGRID3
* xyz -1 1
C 3.4500 0.2204 2.1932
C 2.3189 0.3173 1.4098
B 0.8498 0.2341 2.0900
O 0.5452 1.2448 3.1778
C -0.7523 1.7366 2.8675
P -1.6727 2.3154 4.3212
O -3.1231 2.5208 4.0428
C -1.3733 0.5346 2.0885
P -1.9499 -0.9125 3.0672
O -2.2249 -2.0989 2.2451
O -3.3280 -0.4544 3.7822
O -0.9791 -1.2552 4.2739
O -0.3401 0.2768 1.1886
H 4.0820 -0.6710 2.2160
H 3.7587 1.0158 2.8721
H 2.4389 0.4399 0.3298
H 0.8050 -0.8738 2.6335
H -0.5851 2.4998 2.0908
H -1.0590 3.4739 4.8406
H -1.5103 1.2971 5.2853
H -2.2512 0.8092 1.4900
H -3.8924 -0.1387 3.0679
H -0.2456 -0.6184 4.3256
Cl -2.0574 3.9960 1.3986
C -3.8274 4.1032 1.2606
C -4.2805 5.3300 0.5108
Cl -3.9639 6.8361 1.4158
H -4.2311 4.0662 2.2700
H -4.1546 3.2109 0.7281
H -5.3561 5.2815 0.3466
H -3.7875 5.4129 -0.4545
Cl 1.5922 -1.7023 -4.6414
C 1.5370 -2.0876 -2.8945
C 1.1840 -0.8897 -2.0551
Cl 2.4739 0.3351 -2.0489
H 2.5029 -2.5004 -2.6156
H 0.7815 -2.8605 -2.7665
H 1.0388 -1.1958 -1.0178
H 0.2711 -0.4125 -2.4009
Cl 3.9588 -5.1035 -4.6032
C 4.1291 -4.8116 -6.3502
C 2.7936 -4.7260 -7.0422
Cl 1.9511 -6.2984 -7.0776
H 4.7453 -5.6050 -6.7660
H 4.6587 -3.8669 -6.4634
H 2.9371 -4.4202 -8.0774
H 2.1418 -4.0053 -6.5545
*
```

HOMO-LUMO gap (eV): 5.91
E_HOMO (eV): -3.7
Molecular weight (g mol⁻¹): 523.758

5.
C2H7ClSi2 | ωB97M-V/def2-TZVPD

Geometry as ORCA input:
```
! RIJCOSX wB97M-V def2-TZVPD def2/J DEFGRID3
* xyz 0 1
C 0.2013 -0.3837 0.9795
C 1.2148 0.6965 -1.6878
Si -1.5814 0.3652 0.7184
Si 1.3305 -0.5914 -0.5344
Cl -2.2981 0.3831 -1.0884
H 0.7410 0.0051 1.8716
H -0.0812 -1.4968 1.3200
H 0.7611 1.5952 -1.3591
H 1.7373 0.5640 -2.5775
H -2.3530 -0.7725 1.2106
H -1.5967 1.5912 1.6236
H 1.9244 -1.9560 -0.4766
*
```

ΔE to the lowest compared entry with this formula, charge and spin (kJ/mol): 178.4
HOMO-LUMO gap (eV): 8.99
E_HOMO (eV): -8.4
Molecular weight (g mol⁻¹): 122.703
Structure (SMILES): C=[SiH]C[SiH2]Cl

6.
C46H43Br4N7O14 | ωB97M-V/def2-TZVPD

Geometry as ORCA input:
```
! RIJCOSX wB97M-V def2-TZVPD def2/J DEFGRID3
* xyz 0 1
Br -0.0089 9.3735 4.2006
C 0.2828 8.8376 2.3181
C -0.9991 9.1584 1.4389
Br -0.7282 8.5431 -0.4576
H 0.5706 7.7864 2.3307
H 1.1734 9.3486 1.9522
H -1.2708 10.2124 1.3809
H -1.8272 8.6095 1.8874
Br -7.1483 2.1928 8.3140
C -6.5447 3.1187 6.6320
C -5.9166 4.4384 6.9451
Br -4.9712 5.0421 5.3076
H -7.4077 3.1612 5.9674
H -5.7901 2.5446 6.0944
H -5.2045 4.3988 7.7694
H -6.7135 5.1341 7.2075
C -4.0206 -6.0464 -2.4738
C -3.8699 -6.9086 -1.4084
C -4.8229 -7.9343 -1.2129
C -5.7523 -8.2768 -2.2387
C -5.8375 -7.4586 -3.3405
C -4.9439 -6.3639 -3.4548
N -6.5603 -9.5314 -2.1842
O -6.3135 -10.3499 -1.3657
O -7.4967 -9.6400 -2.9786
H -3.2861 -5.2709 -2.6335
H -3.0506 -6.7713 -0.7183
H -4.7945 -8.6934 -0.4452
H -6.4979 -7.6606 -4.1709
H -4.9282 -5.7337 -4.3318
C -3.9236 -5.1080 9.9203
C -4.4881 -3.8932 9.5507
C -4.6257 -3.6859 8.1589
C -4.2986 -4.5871 7.1622
C -3.6776 -5.7818 7.6246
C -3.5883 -6.0325 8.9852
N -4.4623 -4.2245 5.7962
O -4.8233 -3.1052 5.4392
O -4.4951 -5.1290 5.0042
H -3.7425 -5.2054 10.9806
H -4.8393 -3.1082 10.2041
H -4.8978 -2.6911 7.8386
H -3.2595 -6.4982 6.9329
H -3.2346 -7.0010 9.3067
C 5.7159 -3.7281 -7.1002
C 5.7670 -3.5239 -8.4478
C 5.4042 -2.2501 -8.9813
C 5.0061 -1.2000 -8.1602
C 4.9339 -1.4134 -6.8136
C 5.3201 -2.6665 -6.2847
N 4.6764 0.1095 -8.7878
O 4.5152 0.2361 -10.0176
O 4.5759 1.0923 -8.0372
H 6.0518 -4.6690 -6.6901
H 5.9790 -4.3308 -9.1337
H 5.3515 -2.1995 -10.0588
H 4.6496 -0.7275 -6.0293
H 5.4837 -2.7163 -5.2184
C 7.4972 -3.5536 0.8826
C 6.6565 -4.5047 0.3932
C 5.3298 -4.6075 0.8582
C 4.9027 -3.7485 1.8636
C 5.7371 -2.7936 2.3887
C 7.0812 -2.7588 1.9514
N 3.4984 -3.7875 2.1957
O 2.9802 -2.7684 2.6220
O 2.9214 -4.8356 2.0795
H 8.5256 -3.5044 0.5562
H 7.0086 -5.0823 -0.4487
H 4.6263 -5.3585 0.5304
H 5.4629 -2.0040 3.0725
H 7.7569 -2.0110 2.3396
C 8.6538 2.5031 -2.6221
C 8.8305 3.2124 -3.7915
C 9.9720 4.0240 -3.9709
C 10.9077 4.2082 -2.9733
C 10.6740 3.5298 -1.7537
C 9.5881 2.6817 -1.6136
N 12.1433 5.0108 -3.2976
O 13.1147 4.9178 -2.5726
O 12.1464 5.6336 -4.3321
H 7.8175 1.8758 -2.3508
H 8.1111 3.0607 -4.5827
H 9.9313 4.6319 -4.8627
H 11.4397 3.5156 -0.9922
H 9.4478 2.1115 -0.7072
C -5.7787 6.3443 -2.6041
C -6.0571 4.9964 -2.3724
C -6.9321 4.6043 -1.3456
C -7.6651 5.6200 -0.7219
C -7.4693 6.9753 -1.0359
C -6.4939 7.3357 -1.9892
N -8.6905 5.1784 0.3177
O -8.6620 3.9740 0.6889
O -9.5170 6.0049 0.7517
H -4.9786 6.6666 -3.2539
H -5.4204 4.2358 -2.7996
H -7.0450 3.5550 -1.1164
H -8.0892 7.7031 -0.5334
H -6.3422 8.3895 -2.1706
C -2.6420 1.4899 0.8381
C -2.0571 0.2311 0.7238
C -0.8483 0.0335 -0.0245
C -0.2535 1.1675 -0.5813
C -0.8691 2.4234 -0.4833
C -1.9445 2.5730 0.3371
N 0.9156 0.9718 -1.4475
O 1.7032 0.0787 -1.2342
O 1.3059 1.9067 -2.1926
H -3.5277 1.5629 1.4518
H -2.4808 -0.6835 1.1116
H -0.4651 -0.9744 -0.0846
H -0.4959 3.2567 -1.0602
H -2.3574 3.5586 0.4934
*
```

ΔE to the lowest compared entry with this formula, charge and spin (kJ/mol): 412.6
HOMO-LUMO gap (eV): 9.19
E_HOMO (eV): -9.9
Molecular weight (g mol⁻¹): 1237.501
Structure (SMILES): O=[N+]([O-])c1ccccc1.O=[N+]([O-])c1ccccc1.O=[N+]([O-])c1ccccc1.O=[N+]([O-])c1ccccc1.O=[N+]([O-])c1ccccc1.O=[N+]([O-])c1ccccc1.O=[N+]([O-])c1ccccc1.BrCCBr.BrCCBr

7.
CClFOS | ωB97M-V/def2-TZVPD

Geometry as ORCA input:
```
! RIJCOSX wB97M-V def2-TZVPD def2/J DEFGRID3
* xyz 0 1
C -0.7970 0.1978 -0.2420
O 0.2973 -0.5293 -0.8701
F 1.5064 1.3411 -0.2672
S 0.6983 0.1044 0.5112
Cl -1.7050 -1.1140 0.8681
*
```

ΔE to the lowest compared entry with this formula, charge and spin (kJ/mol): 399.2
HOMO-LUMO gap (eV): 8.71
E_HOMO (eV): -9.9
Molecular weight (g mol⁻¹): 114.528

8.
C14H51N7O10 | ωB97M-V/def2-TZVPD

Geometry as ORCA input:
```
! RIJCOSX wB97M-V def2-TZVPD def2/J DEFGRID3
* xyz 0 1
C -0.4841 3.6272 0.0582
O -0.1578 2.7889 -0.7175
N -1.5053 4.3971 -0.1318
N 0.1343 3.7643 1.1532
H -1.7096 5.1193 0.5441
H -2.1105 4.1412 -0.8989
H -0.2927 4.2306 1.9408
H 0.7875 2.9956 1.2053
C 1.1585 1.5158 4.4048
O 0.7457 2.6139 4.0921
N 2.0314 0.8073 3.7491
N 0.9974 0.8589 5.5428
H 2.2263 1.1422 2.8164
H 2.0791 -0.1443 4.0844
H 1.4259 -0.0553 5.5692
H 0.2074 0.9935 6.1576
C 3.5033 2.5766 -3.6505
C 3.4180 1.0225 -3.5640
C 3.5977 0.5417 -2.0436
O 3.4537 -0.8965 -1.7859
C 4.7088 -1.4655 -1.9310
N 2.1804 0.6120 -4.1340
H 2.7892 2.8672 -2.8800
H 3.0460 2.8729 -4.5945
H 4.4708 3.0405 -3.4586
H 4.2848 0.5915 -4.0649
H 2.7575 0.9778 -1.5032
H 4.3967 1.1440 -1.6112
H 4.6718 -2.5546 -1.9054
H 5.4505 -1.1862 -1.1826
H 5.1424 -1.1418 -2.8772
H 1.4472 0.8006 -3.4654
H 1.8848 1.1743 -4.9192
C -0.0528 -2.5687 -1.5215
C -0.4745 -4.0278 -1.5496
C -1.9490 -4.1953 -2.0225
O -2.8838 -3.4168 -1.2327
C -3.5933 -4.2097 -0.2991
N 0.4514 -4.6003 -2.5022
H -0.6987 -1.9633 -0.8856
H -0.2154 -2.0677 -2.4758
H 0.9982 -2.3971 -1.2894
H -0.2899 -4.3494 -0.5246
H -2.2504 -5.2282 -1.8484
H -2.1300 -3.9842 -3.0764
H -2.8443 -4.6989 0.3237
H -4.2708 -4.8805 -0.8276
H -4.2596 -3.6297 0.3393
H 1.3003 -4.6675 -1.9591
H 0.0903 -5.4688 -2.8702
C -6.0285 0.5462 0.6478
C -4.8456 0.2356 1.5924
C -3.4526 0.6267 0.9835
O -2.3808 0.0520 1.7303
C -1.5652 1.0090 2.4090
N -5.0422 1.0617 2.6918
H -6.2549 1.6121 0.6216
H -6.9774 0.1444 1.0034
H -5.8145 0.3610 -0.4048
H -4.7122 -0.8342 1.7534
H -3.3439 1.6843 0.7432
H -3.4254 0.2662 -0.0448
H -1.2206 0.3817 3.2311
H -2.2419 1.7605 2.8155
H -0.8113 1.4257 1.7411
H -4.3385 0.6416 3.2821
H -5.9308 0.8219 3.1077
O 4.1878 -0.3108 1.4391
H 3.8070 -0.6371 0.6237
H 5.1060 -0.5784 1.3990
O 1.3339 -1.8630 1.8284
H 1.7709 -2.6620 1.5336
H 1.9685 -1.4424 2.4085
O -1.9177 1.2733 -2.4002
H -2.2931 1.9622 -2.9486
H -1.3802 1.7414 -1.7613
O 3.0626 2.2621 1.4904
H 3.8452 1.7161 1.5658
H 2.4743 1.7616 0.9250
O 1.2487 0.6513 0.2344
H 0.6056 1.1505 -0.2691
H 0.9015 -0.2406 0.2498
*
```

ΔE to the lowest compared entry with this formula, charge and spin (kJ/mol): 329.2
HOMO-LUMO gap (eV): 9.05
E_HOMO (eV): -8.9
Molecular weight (g mol⁻¹): 477.601
Structure (SMILES): COC[C@H](C)N.COC[C@H](C)N.COC[C@H](C)N.NC(N)=O.NC(N)=O.O.O.O.O.O

9.
C3H3I3 | ωB97M-V/def2-TZVPD

Geometry as ORCA input:
```
! RIJCOSX wB97M-V def2-TZVPD def2/J DEFGRID3
* xyz 0 1
C -0.1206 0.4646 0.0120
C -1.3221 -0.5691 -0.1861
C 1.3414 0.0774 0.0647
I -0.6344 2.5960 -0.2014
I -3.2084 0.1293 -0.0795
I -1.1464 -2.6647 -0.0285
H 1.6238 -0.3602 1.0070
H 2.0582 1.0186 0.0894
H 1.4086 -0.6919 -0.6776
*
```

ΔE to the lowest compared entry with this formula, charge and spin (kJ/mol): 187.7
HOMO-LUMO gap (eV): 7.98
E_HOMO (eV): -8.3
Molecular weight (g mol⁻¹): 419.769

10.
C6H8N2S | ωB97M-V/def2-TZVPD

Geometry as ORCA input:
```
! RIJCOSX wB97M-V def2-TZVPD def2/J DEFGRID3
* xyz 0 1
C 0.6135 -0.8092 0.6018
C 0.4277 0.1188 -0.6970
C -1.3234 0.5450 1.3142
C 1.5057 -1.7758 0.8059
C -2.1167 1.1549 2.1731
C 0.7667 0.4850 -2.9936
N 1.1223 0.0115 -1.6954
N -0.4698 -0.4839 1.4959
S -0.9874 1.1386 -0.3910
H 1.4379 -2.2235 1.8840
H 2.2648 -2.0697 0.1634
H -2.9622 1.8762 1.8489
H -2.1974 0.9095 3.2003
H -0.1749 -0.0418 -3.4014
H 1.6841 0.3944 -3.7548
H 0.6086 1.5806 -2.9476
H -0.1995 -0.8105 2.3935
*
```

ΔE to the lowest compared entry with this formula, charge and spin (kJ/mol): 233.2
HOMO-LUMO gap (eV): 8.94
E_HOMO (eV): -8.2
Molecular weight (g mol⁻¹): 140.211
Structure (SMILES): C=c1[nH]c(=C)/c(=N/C)s1

11.
C3H11N4 | ωB97M-V/def2-TZVPD

Geometry as ORCA input:
```
! RIJCOSX wB97M-V def2-TZVPD def2/J DEFGRID3
* xyz 1 1
C -1.1481 -0.9395 1.3111
C -2.0009 -1.5305 2.1271
N -0.2106 -1.6416 0.4491
H -1.1347 0.1376 1.2153
H -2.5999 -0.9164 2.7855
H -2.1650 -2.5987 2.1898
H 0.4648 -2.1193 1.0495
H -0.6609 -2.3923 -0.0750
H 0.5100 -0.9785 -0.3358
N -0.2975 1.7660 -1.1345
C 0.9106 1.1694 -1.1253
N 1.9746 2.0294 -1.0938
N 1.1165 -0.1303 -1.1737
H -1.1242 1.2390 -0.9010
H -0.3172 2.7084 -0.7682
H 1.8515 2.9327 -1.5365
H 2.8653 1.6095 -1.3103
H 1.9656 -0.3448 -1.6732
*
```

ΔE to the lowest compared entry with this formula, charge and spin (kJ/mol): 71.4
HOMO-LUMO gap (eV): 11.41
E_HOMO (eV): -14.1
Molecular weight (g mol⁻¹): 103.149

12.
C42H58AuBrP3Si | ωB97M-V/def2-TZVPD

Geometry as ORCA input:
```
! RIJCOSX wB97M-V def2-TZVPD def2/J DEFGRID3
* xyz 1 3
Au -0.0854 -0.6743 0.2987
C -2.5920 -3.2667 -3.3972
C -1.4902 -2.6465 -2.5397
C -0.3602 -2.1323 -3.4360
P -1.9566 -1.2936 -1.3963
C -3.5256 -1.6991 -0.5259
C -4.8501 -1.6217 -1.2840
C -3.3404 -3.0501 0.1706
C -2.1432 0.1723 -2.4791
C -3.1774 0.2458 -3.4142
C -3.3134 1.3466 -4.2434
C -2.4120 2.3959 -4.1507
C -1.3696 2.3226 -3.2403
C -1.2034 1.2155 -2.4050
Si 0.2236 1.2070 -1.1912
C 1.9184 1.0216 -1.9405
C 2.1966 1.3238 -3.2751
C 3.4862 1.2413 -3.7752
C 4.5246 0.8625 -2.9360
C 4.2646 0.5441 -1.6134
C 2.9700 0.6011 -1.1006
P 2.6201 0.1352 0.6485
C 3.9947 -1.0034 1.1284
C 3.6972 -1.6553 2.4852
C 4.2262 -2.1253 0.1141
C 2.9496 1.7350 1.5413
C 3.1694 1.5627 3.0434
C 4.0860 2.5651 0.9480
C 0.1753 2.7765 -0.1678
C 0.7959 3.9553 -0.5812
C 0.7761 5.0891 0.2156
C 0.1249 5.0637 1.4412
C -0.4935 3.9019 1.8737
C -0.4615 2.7532 1.0813
P -1.1819 1.1624 1.5918
C -3.0031 1.4261 1.6417
C -3.5159 1.8932 0.2823
C -3.4782 2.3962 2.7253
C -0.6074 0.6725 3.2829
C -0.3521 1.7627 4.3229
C -1.5232 -0.4295 3.8193
H -2.1563 -4.0551 -4.0127
H -3.0357 -2.5407 -4.0791
H -3.3855 -3.7156 -2.8050
H -1.0897 -3.4183 -1.8715
H -0.7577 -1.4889 -4.2219
H 0.1481 -2.9746 -3.9059
H 0.3865 -1.5498 -2.8925
H -3.5510 -0.9361 0.2576
H -4.8829 -2.2991 -2.1363
H -5.0595 -0.6130 -1.6377
H -5.6610 -1.9073 -0.6110
H -3.3425 -3.8743 -0.5416
H -4.1685 -3.2172 0.8601
H -2.4065 -3.1050 0.7348
H -3.8910 -0.5606 -3.5027
H -4.1240 1.3840 -4.9582
H -2.5206 3.2649 -4.7849
H -0.6769 3.1534 -3.1781
H 1.3945 1.6221 -3.9393
H 3.6835 1.4755 -4.8122
H 5.5370 0.8072 -3.3115
H 5.0886 0.2435 -0.9795
H 4.8999 -0.3899 1.2135
H 2.6986 -2.1004 2.4885
H 3.7757 -0.9704 3.3245
H 4.4125 -2.4615 2.6522
H 3.4458 -2.8752 0.2056
H 5.1769 -2.6092 0.3430
H 4.2563 -1.7966 -0.9230
H 2.0238 2.2967 1.3985
H 4.1814 1.2118 3.2495
H 2.4773 0.8646 3.5120
H 3.0628 2.5294 3.5379
H 5.0375 2.0293 0.9746
H 4.2143 3.4782 1.5331
H 3.8891 2.8537 -0.0831
H 1.3235 3.9844 -1.5273
H 1.2717 5.9923 -0.1136
H 0.1069 5.9463 2.0659
H -0.9809 3.8959 2.8375
H -3.4224 0.4385 1.8605
H -3.1472 2.8955 0.0558
H -4.6058 1.9355 0.3003
H -3.2167 1.2411 -0.5365
H -3.1329 3.4101 2.5250
H -3.1635 2.1120 3.7243
H -4.5695 2.4222 2.7230
H 0.3582 0.2049 3.0628
H -1.2562 2.2922 4.6149
H 0.3753 2.4935 3.9752
H 0.0568 1.2992 5.2229
H -2.4829 -0.0337 4.1499
H -1.0517 -0.9018 4.6818
H -1.7156 -1.2099 3.0793
Br 1.6428 -7.2241 0.9289
C 1.1956 -5.4051 0.7206
C 1.4796 -4.7584 -0.4708
C 1.1541 -3.4155 -0.6139
C 0.5326 -2.7023 0.4069
C 0.2646 -3.3804 1.5965
C 0.5926 -4.7217 1.7629
H 1.9641 -5.2967 -1.2746
H 1.4195 -2.9221 -1.5384
H -0.2110 -2.8711 2.4275
H 0.3747 -5.2290 2.6918
*
```

<S²>: 2.01
HOMO-LUMO gap (spin up / spin down) (eV): 6.46 / 6.48
E_HOMO (spin up / spin down) (eV): -8.4 / -10.5
Molecular weight (g mol⁻¹): 960.805